C17H35AgF6NO7 as an isolated structure at a distorted geometry. Source: OMol25; level of theory: the ωB97M-V functional and the def2-TZVPD basis.

```
67
Properties=species:S:1:pos:R:3:mulliken_charge:R:1
Ag 10.821 8.644 10.028 1.1193
C 9.560 11.242 12.025 -0.2127
O 10.252 11.611 10.821 -0.1450
O 9.842 9.880 12.199 -0.8797
C 9.906 12.372 13.175 0.7643
F 9.465 13.639 12.804 -0.2956
F 9.345 12.119 14.365 -0.2784
F 11.229 12.342 13.268 -0.2482
C 9.541 12.600 9.932 -0.2840
C 10.452 12.486 8.674 -0.8771
H 10.435 11.531 8.147 -0.0177
H 10.263 13.343 8.028 0.4081
H 11.475 12.565 9.040 0.2854
H 9.605 13.609 10.340 0.2727
H 8.540 12.261 9.664 0.3452
H 8.493 11.246 11.804 0.1988
C 14.003 7.557 9.641 -0.0086
O 15.213 6.955 10.145 -0.3445
O 13.022 7.362 10.575 -0.8616
C 14.173 8.973 9.126 0.7850
F 13.082 9.707 8.996 -0.2197
F 15.006 9.632 10.002 -0.3323
F 14.735 8.999 7.916 -0.3188
C 16.338 6.842 9.272 -0.3118
C 17.393 5.724 9.619 -1.2193
H 17.730 5.902 10.640 0.2786
H 16.752 4.842 9.587 0.3017
H 18.290 5.699 9.001 0.3549
H 16.869 7.782 9.122 0.3161
H 16.134 6.701 8.211 0.3582
H 13.769 6.991 8.738 0.1389
C 11.037 7.155 6.428 -1.2081
C 10.286 8.400 6.833 1.2067
C 9.377 8.753 5.671 -1.6980
O 9.565 8.122 8.016 -1.0083
H 11.798 7.394 5.685 0.4481
H 10.503 6.296 6.022 0.3083
H 11.694 6.874 7.251 0.0321
H 11.056 9.128 7.087 -0.2015
H 8.659 7.934 5.639 0.3624
H 9.975 8.892 4.770 0.3633
H 8.804 9.668 5.817 0.3556
C 10.248 4.964 9.928 -0.5439
O 9.339 3.944 10.311 -0.0950
C 9.538 3.363 11.560 -0.3212
C 8.736 2.095 11.857 -2.2188
N 8.888 0.966 10.819 0.0076
H 9.853 0.869 10.538 -0.2111
H 8.752 0.101 11.322 1.5920
C 7.969 0.983 9.610 -1.4265
C 8.742 0.308 8.444 -1.8057
O 10.007 0.857 8.114 -0.0697
C 9.914 2.030 7.330 -0.7225
H 10.238 5.895 10.495 0.2068
H 10.157 5.086 8.848 0.0935
H 11.278 4.653 10.101 0.3622
H 9.428 4.173 12.281 0.4714
H 10.556 2.978 11.616 0.4719
H 7.694 2.407 11.797 0.3080
H 8.833 1.716 12.875 0.4432
H 7.748 1.982 9.234 0.1398
H 7.128 0.442 10.046 1.4856
H 8.094 0.226 7.571 0.3226
H 8.955 -0.722 8.730 0.6221
H 9.283 1.887 6.453 0.3599
H 10.885 2.365 6.964 0.2615
H 9.385 2.847 7.820 0.2337
```

Values from the calculation:
- HOMO (spin up / spin down): 0.00983 / -0.06633 hartree
- Max |F|: 0.0783 hartree/bohr
- Charge: -2
- ⟨S²⟩: 0.750
- DFT total energy: -1996.07440 Ha
- Multiplicity: 2
- LUMO level (spin up / spin down): 4.23 / 4.18 eV


C6H6NO3S as an isolated structure at a distorted geometry. Source: OMol25; level of theory: the ωB97M-V functional and the def2-TZVPD basis.

```
17
Properties=species:S:1:pos:R:3:mulliken_charge:R:1
C -1.438 -0.624 -0.237 -0.4637
C 1.988 -0.226 0.307 0.5266
C 0.572 0.747 2.269 0.7170
C -1.520 -1.951 0.460 -0.4965
C 0.638 -0.426 0.662 0.2389
C 2.237 1.211 -0.371 -1.0549
N -0.328 0.022 -0.148 -0.5063
O 0.318 0.042 3.175 -0.5419
O 2.973 -0.930 0.539 -0.7030
O 0.694 1.876 1.916 -0.5736
S 0.140 -2.178 1.276 -0.1967
H -2.078 -0.392 -0.998 0.4787
H -2.264 -1.910 1.179 0.2919
H -1.851 -2.818 -0.122 0.3295
H 1.408 1.907 -0.065 0.3594
H 2.332 0.981 -1.425 0.2781
H 3.201 1.589 -0.058 0.3165
```

Values from the calculation:
- HOMO: -0.13534 hartree
- ΔE to the lowest compared entry with this formula, charge and spin: 1.793 eV
- Max |F|: 0.0730 hartree/bohr
- Charge: -1
- DFT total energy: -910.92470 Ha
- LUMO level: 3.38 eV


A 2-piece molecular cluster, C3H6O2 overall at a distorted geometry. Source: OMol25; level of theory: the ωB97M-V functional and the def2-TZVPD basis.

```
11
Properties=species:S:1:pos:R:3:mulliken_charge:R:1
O 1.376 -1.085 -1.578 -0.6911
C 0.327 -0.395 1.286 -0.6664
C -0.616 0.534 1.137 0.0191
C -1.114 0.933 -0.177 0.0335
O -2.022 1.721 -0.333 -0.4991
H 0.675 -1.550 -2.090 0.3291
H 0.736 -0.734 2.232 0.2484
H 0.773 -0.893 0.439 0.2675
H 1.570 -0.095 -1.943 0.3453
H -1.129 0.950 1.990 0.3307
H -0.588 0.448 -1.016 0.2830
```

Values from the calculation:
- HOMO: -0.36305 hartree
- ΔE to the lowest compared entry with this formula, charge and spin: 1.954 eV
- Max |F|: 0.0816 hartree/bohr
- DFT total energy: -268.33342 Ha
- LUMO level: 0.39 eV


C37H38N2PS2Ti as an isolated structure at a distorted geometry. Source: OMol25; level of theory: the ωB97M-V functional and the def2-TZVPD basis.

```
81
Properties=species:S:1:pos:R:3:mulliken_charge:R:1
Ti 1.132 -0.206 -0.559 -0.3272
C 0.118 2.743 -1.291 -0.9405
N 1.344 1.959 -1.493 1.7460
C 2.479 2.549 -0.772 -0.9521
C 2.316 2.391 0.740 -1.6959
N 1.855 1.038 1.158 2.3332
C 0.871 1.234 2.235 -2.1967
C 2.994 0.236 1.614 -0.2752
C 3.365 0.186 2.954 -0.6215
C 4.477 -0.528 3.369 -0.9505
C 5.236 -1.223 2.444 -0.6861
C 4.877 -1.201 1.112 -0.9172
C 3.775 -0.465 0.677 1.0098
S 3.425 -0.435 -1.043 -0.5333
C 1.612 1.904 -2.921 -0.8786
C 2.151 2.972 -3.628 -0.5837
C 2.340 2.888 -4.997 -0.9818
C 1.986 1.734 -5.677 -0.7041
C 1.442 0.668 -4.989 -0.9613
C 1.255 0.744 -3.611 1.4532
S 0.526 -0.606 -2.763 -0.4441
H 0.279 3.800 -1.537 0.3841
H -0.226 2.668 -0.257 0.0488
H -0.664 2.362 -1.950 0.1444
H 2.582 3.624 -0.976 0.5947
H 3.387 2.040 -1.111 0.5125
H 1.579 3.122 1.089 0.6416
H 3.271 2.622 1.226 0.3933
H 1.258 1.910 3.005 0.5863
H 0.616 0.288 2.709 0.4700
H -0.040 1.683 1.826 0.4578
H 2.795 0.695 3.714 0.4610
H 4.738 -0.542 4.417 0.4432
H 6.099 -1.784 2.763 0.4389
H 5.440 -1.760 0.379 0.4825
H 2.424 3.886 -3.124 0.4038
H 2.751 3.728 -5.535 0.4275
H 2.128 1.665 -6.743 0.4235
H 1.147 -0.232 -5.505 0.5261
C -0.366 -1.952 3.334 -1.4551
C -1.771 -1.446 3.223 0.4991
C -2.607 -1.628 4.319 -0.8057
C -3.943 -1.283 4.277 -0.8651
C -4.472 -0.757 3.109 -1.0585
C -3.654 -0.544 2.017 -0.1442
C -2.296 -0.862 2.067 1.3020
P -1.262 -0.625 0.558 2.1760
C -2.317 0.224 -0.693 1.8404
C -2.385 -0.388 -1.950 -1.9101
C -2.940 0.257 -3.038 -0.7985
C -3.456 1.534 -2.888 -0.8952
C -3.432 2.131 -1.642 -0.8362
C -2.849 1.511 -0.540 1.0566
C -2.841 2.265 0.756 -2.0029
C -1.311 -2.359 -0.017 -0.0923
C -2.522 -3.035 -0.131 -0.5940
C -2.550 -4.314 -0.652 -0.8007
C -1.365 -4.927 -1.034 -0.8144
C -0.159 -4.264 -0.896 -0.8083
C -0.101 -2.969 -0.377 1.1574
C 1.190 -2.261 -0.184 -1.4936
H -0.386 -3.032 3.482 0.4744
H 0.133 -1.518 4.201 0.5422
H 0.209 -1.749 2.430 -0.5274
H -2.188 -2.064 5.213 0.5252
H -4.570 -1.439 5.140 0.4118
H -5.522 -0.515 3.046 0.4669
H -4.075 -0.141 1.107 0.6248
H -1.994 -1.389 -2.082 0.4572
H -2.949 -0.242 -3.996 0.5103
H -3.873 2.055 -3.738 0.4115
H -3.851 3.117 -1.509 0.4876
H -3.864 2.422 1.098 0.5378
H -2.398 3.250 0.616 0.5174
H -2.306 1.728 1.537 0.0702
H -3.439 -2.541 0.164 0.5007
H -3.493 -4.827 -0.759 0.4779
H -1.385 -5.927 -1.440 0.4215
H 0.760 -4.756 -1.178 0.5244
H 1.967 -2.763 -0.777 0.6402
H 1.495 -2.328 0.878 0.5361
```

Values from the calculation:
- HOMO: -0.38636 hartree
- ΔE to the lowest compared entry with this formula, charge and spin: 0.744 eV
- Max |F|: 0.0287 hartree/bohr
- Charge: +1
- DFT total energy: -3529.29056 Ha
- LUMO level: -3.53 eV


C14H32O24S5 as an isolated structure at a distorted geometry. Source: OMol25; level of theory: the ωB97M-V functional and the def2-TZVPD basis.

```
75
Properties=species:S:1:pos:R:3:mulliken_charge:R:1
C 1.749 -2.037 -1.748 -0.4406
C 0.538 -2.749 -1.159 0.1552
O 0.911 -2.890 0.193 -0.2541
S 2.502 -3.119 0.375 0.9449
O 2.819 -4.554 0.557 -0.6701
O 3.015 -2.312 1.523 -0.4196
O 2.919 -2.502 -1.131 -0.5532
H 1.729 -0.957 -1.602 0.0288
H 1.754 -1.967 -2.836 0.6099
H 0.365 -3.746 -1.563 0.8515
H -0.289 -2.043 -1.078 -1.5141
C -2.257 1.645 -2.117 -0.4041
C -2.302 1.620 -0.597 0.1422
O -3.428 0.900 -0.183 -0.5197
S -4.228 0.129 -1.428 1.1534
O -5.304 0.978 -1.859 -0.6452
O -4.513 -1.284 -1.118 -0.6291
O -2.922 0.363 -2.368 -0.4914
H -1.198 1.665 -2.376 0.4577
H -2.706 2.537 -2.554 0.4228
H -2.327 2.596 -0.111 0.9870
H -1.508 1.010 -0.167 0.2171
C 2.375 0.783 3.796 1.3087
C 3.156 -0.279 2.862 -0.6275
O 1.969 -1.006 2.430 0.1098
S 0.804 -1.233 3.612 1.1456
O 0.988 -2.514 4.321 -0.6361
O -0.507 -0.943 3.094 -0.4570
O 1.441 0.072 4.550 -0.5227
H 1.826 1.558 3.262 -1.4970
H 3.052 1.384 4.402 0.7177
H 3.815 -0.861 3.507 0.3517
H 3.719 0.173 2.045 0.5741
C 1.030 4.391 2.122 -0.2546
C 0.802 3.447 3.212 -0.3483
O 0.020 2.488 2.670 -0.5002
S -1.299 3.151 1.866 0.9936
O -2.330 3.485 2.891 -0.6460
O -1.688 2.333 0.725 -0.4137
O -0.273 4.451 1.509 -0.4229
H 1.599 3.889 1.339 0.1468
H 1.604 5.290 2.347 0.4729
H 0.307 3.758 4.133 0.4006
H 1.763 3.053 3.540 0.4196
C 0.994 0.053 0.628 -1.4457
C 2.273 0.509 -0.006 -0.5548
O 1.997 1.665 -0.694 -0.5684
S 0.459 2.157 -0.638 1.3270
O -0.245 1.547 -1.719 -0.5637
O 0.356 3.621 -0.446 -0.7897
O 0.203 1.191 0.729 -0.0613
H 1.053 -0.567 1.522 0.2902
H 0.498 -0.619 -0.073 0.8542
H 2.684 -0.248 -0.674 0.4534
H 2.969 0.628 0.824 0.1824
C -0.162 -0.740 -4.341 -1.1812
C -0.753 -0.808 -2.898 1.1986
O 0.204 -0.415 -1.887 0.3795
O -0.267 0.607 -4.869 -0.5406
H -0.639 -1.451 -5.015 0.5053
H 0.869 -1.065 -4.477 0.3315
H -1.114 -1.787 -2.584 -0.2595
H -1.595 -0.115 -2.904 -0.5211
H 0.149 0.542 -1.825 0.8268
H 0.176 0.582 -5.720 0.3301
C -2.223 -2.266 0.223 -0.5669
C -1.887 -3.478 -0.665 -0.7474
O -2.187 -3.227 -1.985 -0.6119
O -1.469 -1.173 -0.271 0.4111
H -1.844 -2.447 1.230 0.3482
H -3.243 -1.894 0.133 0.4968
H -2.561 -4.275 -0.352 0.6813
H -0.889 -3.844 -0.425 0.1152
H -2.027 -2.293 -2.137 0.7231
H -1.275 -0.542 0.427 -0.7875
```

Values from the calculation:
- HOMO: -0.31845 hartree
- Max |F|: 0.3284 hartree/bohr
- DFT total energy: -4348.14902 Ha
- LUMO level: -0.39 eV


C3H9N3O in the gas phase at a distorted geometry. Source: OMol25; level of theory: the ωB97M-V functional and the def2-TZVPD basis.

```
16
Properties=species:S:1:pos:R:3:mulliken_charge:R:1
C 0.410 0.550 0.261 0.4560
C -1.073 -0.674 -1.255 -0.9774
C 1.061 -0.632 0.961 -1.2418
N -0.129 0.412 -1.049 -0.1542
O 1.264 0.058 -1.795 -0.4922
N -0.924 0.964 1.190 0.0078
N -0.849 2.084 1.680 -0.5910
H 1.164 -0.866 -2.081 0.3161
H 1.063 1.426 0.298 0.3993
H -1.659 2.308 2.284 0.2464
H -2.006 -0.458 -0.720 0.3504
H -0.706 -1.652 -0.931 0.3619
H -1.322 -0.732 -2.318 0.3214
H 0.489 -1.558 0.868 0.2985
H 2.069 -0.802 0.573 0.2919
H 1.147 -0.428 2.034 0.4070
```

Values from the calculation:
- HOMO: -0.32340 hartree
- ΔE to the lowest compared entry with this formula, charge and spin: 4.867 eV
- Max |F|: 0.0680 hartree/bohr
- DFT total energy: -359.06558 Ha
- LUMO level: 0.87 eV